# 1
24
Properties=species:S:1:pos:R:3:mulliken_charge:R:1 method="wB97M-V/def2-TZVPD" mol_weight_g_mol=163.17 e_lumo_ha=0.00085 energy_ev=-16109.260 relative_energy_ev=3.539 fmax_ev_per_a=4.71 smiles="CC[C@](O)([N+](=O)[O-])C(C)(C)O"
C 1.3164 1.3510 2.0691 -1.277
C -0.4847 -0.6979 -2.1253 -1.517
C -0.9071 -2.1389 -0.0714 -1.769
C 0.2335 0.2701 1.5790 -0.734
C -0.9064 -0.6820 -0.5888 1.269
C 0.3029 0.0805 0.0390 0.132
N 0.2608 1.6298 -0.6166 1.075
O -0.8110 2.2090 -0.6052 -0.654
O 1.3623 2.0597 -0.8262 -0.635
O -2.1623 -0.1125 -0.3147 -0.555
O 1.5016 -0.3740 -0.2480 -0.519
H 1.1296 2.2001 1.4832 0.386
H 1.2020 1.6434 3.0981 0.418
H 2.3354 1.0332 1.8172 0.284
H -0.6412 0.3313 -2.5200 0.322
H -1.0890 -1.3822 -2.6565 0.495
H 0.5398 -0.9215 -2.0916 0.433
H -1.1002 -2.2366 0.8986 0.500
H 0.1355 -2.4919 -0.2251 0.353
H -1.7700 -2.6333 -0.6226 0.413
H 0.5015 -0.7536 1.9808 0.334
H -0.6946 0.5906 1.9757 0.358
H -2.2124 0.7218 -0.6498 0.380
H 1.9576 0.3038 -0.7787 0.508

# 2
17
Properties=species:S:1:pos:R:3:mulliken_charge:R:1 method="wB97M-V/def2-TZVPD" mol_weight_g_mol=161.66 e_lumo_ha=0.01170 energy_ev=-31193.754 relative_energy_ev=5.322 fmax_ev_per_a=4.44
C -1.0912 -1.3719 -0.6470 -0.210
C -1.3827 0.6188 1.1923 0.049
C 0.9882 0.7264 0.6051 0.512
C 1.3753 -0.5181 -0.1669 -0.579
C -2.3670 -1.5154 -1.3702 -0.946
C 1.9678 1.7929 0.6748 -1.183
N -0.1589 0.8358 1.1743 -0.196
S 0.1952 -0.6832 -1.5078 -0.024
Cl -2.2554 0.0168 2.4829 -0.104
H 2.4392 -0.3773 -0.5221 0.357
H 1.4875 -1.2453 0.5025 0.453
H -3.1265 -1.6132 -0.6802 0.318
H -2.2812 -2.4256 -1.9438 0.368
H -2.6003 -0.6386 -1.9797 0.296
H 1.4844 2.9004 0.9323 0.281
H 2.6084 1.9766 -0.2299 0.341
H 2.7172 1.5209 1.4835 0.267

# 3
111
Properties=species:S:1:pos:R:3:mulliken_charge:R:1 method="wB97M-V/def2-TZVPD" mol_weight_g_mol=823.96 total_charge=+1 e_lumo_ha=-0.14754 energy_ev=-99581.000 relative_energy_ev=0.000 fmax_ev_per_a=2.19
C -0.9824 -0.9105 -2.1055 -1.085
C -1.0062 -1.2973 -0.6167 0.177
C -2.1150 -1.1152 0.1802 -0.787
C -2.1125 -1.5238 1.5055 -0.666
C -1.0224 -2.1138 2.1159 0.247
C -1.0937 -2.5637 3.5767 1.017
C -0.2148 -1.7123 4.5401 -0.563
C -2.5405 -2.6083 4.1454 -1.897
C 0.1166 -2.2698 1.3232 0.011
O 1.2802 -2.8413 1.9092 -0.478
C 2.3847 -2.0131 1.6778 -0.581
S 3.5725 -1.9398 3.0782 0.143
C 3.2849 -3.2818 4.2669 -0.406
C 4.4342 -3.2020 5.3084 -0.335
F 5.6239 -3.3118 4.6003 -0.275
P 3.0813 -0.0620 4.0993 0.194
S 4.4243 1.2520 3.7290 -0.227
C 0.1141 -1.8885 0.0031 0.145
H -1.9413 -1.1040 -2.5974 0.264
H -0.2064 -1.5095 -2.6020 0.396
H -0.7340 0.1507 -2.2531 -0.009
H -3.0118 -0.6442 -0.2417 0.536
H -3.0304 -1.3378 2.0589 0.459
H -0.7384 -3.6054 3.6099 0.418
H 0.6298 -2.2979 4.9277 -0.238
H 0.0894 -0.7516 4.1151 -0.029
H -0.8224 -1.4879 5.4282 0.562
H -3.2936 -2.8601 3.3943 0.516
H -2.7984 -1.6707 4.6560 0.381
H -2.5564 -3.3866 4.9203 0.412
H 2.9160 -2.3816 0.7856 0.520
H 2.1133 -0.9673 1.4455 0.420
H 2.3131 -3.2479 4.7663 0.198
H 3.3708 -4.2758 3.8061 0.367
H 4.4309 -2.1833 5.7252 0.295
H 4.3453 -3.9712 6.0797 0.363
H 1.8090 0.3115 3.6069 0.099
H 2.9410 -0.3302 5.4838 0.158
H 1.0475 -2.0851 -0.5346 0.360
O -3.9751 -2.3963 -2.3755 -0.571
C -5.0197 -1.8921 -2.0715 0.488
O -5.1279 -0.9613 -1.0893 -0.279
C -6.5194 -0.6318 -0.8885 -0.564
C -7.2117 -1.0115 -2.1850 -0.293
C -6.3811 -2.1999 -2.6545 -0.581
H -6.8910 -1.2038 -0.0353 0.282
H -6.6112 0.4296 -0.6680 0.331
H -8.2665 -1.2329 -2.0604 0.465
H -7.1242 -0.1972 -2.9040 0.062
H -6.7400 -3.1412 -2.2347 0.292
H -6.3333 -2.2618 -3.7382 0.310
O 7.5924 -9.3726 4.9567 -0.539
C 7.3668 -8.3241 4.4380 0.445
O 6.8662 -7.2481 5.1111 -0.378
C 6.6038 -6.1786 4.1953 0.008
C 7.4851 -6.4575 2.9871 -0.532
C 7.5342 -7.9815 2.9708 -0.403
H 5.5372 -6.1906 3.9433 0.000
H 6.8435 -5.2316 4.6679 0.214
H 7.1053 -6.0173 2.0657 0.298
H 8.4863 -6.0599 3.1609 0.313
H 6.7023 -8.4121 2.4115 0.247
H 8.4805 -8.3557 2.5908 0.310
O -9.6496 -0.1158 -3.5966 -0.571
C -9.6378 0.8455 -4.3116 0.545
O -9.3218 0.7866 -5.6259 -0.350
C -9.2899 2.1136 -6.1823 -0.423
C -10.1468 2.9556 -5.2521 -0.498
C -9.9158 2.2786 -3.9059 -0.435
H -8.2518 2.4521 -6.2123 0.264
H -9.6804 2.0892 -7.1971 0.307
H -9.8870 4.0125 -5.2669 0.333
H -11.1976 2.8646 -5.5323 0.266
H -9.0384 2.6767 -3.3928 0.258
H -10.7901 2.3373 -3.2634 0.317
O -2.8299 4.6561 -2.0206 -0.604
C -1.7168 4.2489 -1.8686 0.430
O -1.3453 3.4727 -0.8058 -0.391
C 0.0749 3.2425 -0.8501 -0.061
C 0.4702 3.4658 -2.2939 0.028
C -0.5128 4.5283 -2.7472 -0.317
H 0.5681 3.9502 -0.1786 0.203
H 0.2906 2.2282 -0.5153 0.072
H 1.5095 3.7537 -2.4063 0.000
H 0.3074 2.5510 -2.8715 0.238
H -0.1464 5.5319 -2.5342 0.033
H -0.7648 4.4302 -3.7997 0.379
O 2.7778 6.4732 -3.6412 -0.598
C 2.7846 6.8571 -2.5093 0.515
O 1.7472 6.6581 -1.6539 -0.250
C 2.0066 7.3258 -0.4069 -0.501
C 3.5166 7.4917 -0.3521 -0.393
C 3.8766 7.6503 -1.8249 -0.460
H 1.4811 8.2834 -0.4104 0.276
H 1.6280 6.7197 0.4141 0.296
H 3.8345 8.3242 0.2736 0.396
H 3.9748 6.5819 0.0397 0.147
H 3.8154 8.6894 -2.1521 0.300
H 4.8554 7.2375 -2.0525 0.274
O 4.1685 3.8052 -1.1352 -0.592
C 4.0693 2.6669 -1.4876 0.335
O 2.8736 2.0276 -1.5906 -0.291
C 3.0775 0.6411 -1.9287 0.407
C 4.4668 0.6096 -2.5601 -0.633
C 5.1958 1.7247 -1.8289 -0.373
H 3.0126 0.0541 -1.0063 -0.387
H 2.2983 0.3058 -2.6106 0.244
H 4.9518 -0.3619 -2.4746 0.376
H 4.3934 0.8580 -3.6197 0.298
H 5.6579 1.3751 -0.9038 0.240
H 5.9332 2.2141 -2.4590 0.344

# 4
10
Properties=species:S:1:pos:R:3:mulliken_charge:R:1 method="wB97M-V/def2-TZVPD" mol_weight_g_mol=165.39 e_lumo_ha="-0.05074 / -0.04175" energy_ev=-48991.177 relative_energy_ev=2.883 fmax_ev_per_a=3.56
C -0.2939 0.2726 1.0156 -0.457
C 0.3709 1.6027 1.1684 0.079
P -0.2153 -2.7451 -2.8354 -0.038
Cl 0.2190 -0.7493 -0.2713 -0.136
Cl 0.8808 2.3033 -0.3937 -0.130
Cl 1.7952 1.5760 2.3725 -0.174
H -0.9933 -0.2011 1.5942 0.487
H -0.2316 2.3465 1.6900 0.279
H -0.4377 -1.3886 -2.5977 0.038
H -1.0941 -3.0172 -1.7425 0.052

# 5
23
Properties=species:S:1:pos:R:3:mulliken_charge:R:1 method="wB97M-V/def2-TZVPD" mol_weight_g_mol=178.17 e_lumo_ha="0.00270 / 0.00272" energy_ev=-21881.085 relative_energy_ev=3.955 fmax_ev_per_a=4.10
C 3.4470 0.2326 0.1987 -0.444
C 2.8653 1.1010 -0.7047 -0.441
C 2.7061 -0.4996 1.0333 -0.380
C 1.4912 1.2039 -0.8006 -0.629
C 1.3282 -0.4565 1.0551 -0.479
C 0.8142 0.4280 0.1255 0.364
C -2.2627 -1.3750 0.6248 -0.336
C -2.2587 -0.2404 1.3013 -0.492
C -1.9799 -1.2344 -0.8283 -0.538
C -2.1176 0.3553 -1.2970 -0.642
O -2.1825 2.5606 0.4909 -0.701
P -1.7866 1.1627 0.3015 0.716
H 4.4837 0.0283 0.3597 0.367
H 3.4528 1.8102 -1.2523 0.347
H 3.2002 -0.7086 1.9550 0.274
H 1.0426 1.8989 -1.4572 0.418
H 0.6407 -1.0810 1.5861 0.414
H -2.3919 -2.3513 1.0054 0.439
H -2.4270 -0.3257 2.3416 0.463
H -0.9280 -1.6099 -0.9761 0.218
H -2.6961 -1.9382 -1.3302 0.427
H -1.2828 0.6979 -2.0450 0.236
H -3.1582 0.3411 -1.6877 0.399

# 6
15
Properties=species:S:1:pos:R:3:mulliken_charge:R:1 method="wB97M-V/def2-TZVPD" mol_weight_g_mol=89.11 total_charge=-1 e_lumo_ha=0.16353 energy_ev=-8388.427 relative_energy_ev=2.064 fmax_ev_per_a=3.05 smiles=C[C@H]([O-])CCO
C -1.2007 0.1491 -1.1713 -0.455
O -1.0579 1.4603 -1.5295 -0.667
C 0.1857 -0.4480 -0.8584 -1.125
C 0.8555 0.2000 0.4103 0.633
C 0.4404 -0.5481 1.6815 -1.241
O 0.6032 1.5667 0.5560 -0.955
H -1.6891 -0.3765 -2.0054 0.312
H -1.7363 0.0698 -0.2406 0.234
H 0.2496 -1.5489 -0.8551 0.434
H 0.8638 -0.1387 -1.6316 0.371
H 1.9404 0.1045 0.2474 0.222
H -0.0656 -1.5319 1.4621 0.244
H -0.2477 0.1615 2.2109 0.282
H 1.2764 -0.8596 2.3736 0.294
H -0.4177 1.7400 -0.6497 0.419